Entry 1:
{"formula": "C9H26ClINO2P2Rh", "method": "ωB97M-V/def2-TZVPD", "e_homo_ha": [-0.4586, -0.5663], "spin_multiplicity": 5, "charge": 2, "elements": ["C", "I", "H", "H", "H", "Rh", "P", "C", "C", "H", "H", "H", "H", "H", "H", "C", "H", "H", "H", "P", "C", "C", "H", "H", "H", "C", "H", "H", "H", "H", "H", "H", "Cl", "N", "C", "C", "O", "O", "H", "H", "H", "H", "H"], "coordinates": [[-1.18397, 0.07323, -4.52505], [-1.73117, 0.00562, -2.39996], [-0.09732, 0.11675, -4.60992], [-1.65789, 0.95320, -4.96961], [-1.58194, -0.85248, -4.94664], [0.24183, 0.04129, -0.83333], [0.49912, 2.29744, -0.81692], [-1.18411, 2.87581, -0.50082], [1.51037, 3.04253, 0.47626], [1.72371, 4.08241, 0.19585], [1.05754, 4.04548, -2.32371], [2.43852, 2.47405, 0.57626], [2.03433, 2.56150, -2.62835], [-1.53177, 2.41925, 0.43450], [0.95818, 3.00751, 1.42103], [1.03206, 2.95014, -2.40867], [-1.15822, 3.96760, -0.41201], [0.33819, 2.65153, -3.20336], [-1.85082, 2.57425, -1.31757], [0.45164, -2.18235, -0.46896], [-1.21762, -2.73880, -0.10156], [1.04397, -3.05572, -1.91915], [2.38373, -2.02000, 0.94002], [1.75265, -3.69733, 0.84835], [0.93121, -2.47932, 1.87128], [1.48183, -2.63861, 0.93783], [2.03714, -2.67278, -2.17935], [1.10022, -4.12457, -1.67730], [-1.16866, -3.78685, 0.21590], [-1.85078, -2.63496, -0.98749], [0.35714, -2.89581, -2.75683], [-1.61984, -2.11785, 0.71626], [2.58253, 0.10314, -0.77462], [-1.23520, -0.61376, 4.76138], [-0.38580, 0.25549, 3.91268], [-0.68788, -0.19267, 2.48525], [-1.49942, -1.14681, 2.39714], [-0.10964, 0.45407, 1.56559], [-1.99842, -0.96588, 4.13728], [-1.57198, -0.13595, 5.59912], [-0.65197, -1.40273, 5.05940], [-0.65009, 1.30199, 4.06146], [0.66858, 0.10098, 4.14833]]}

Entry 2:
{"formula": "C9H26F6N2O10Y", "method": "ωB97M-V/def2-TZVPD", "e_homo_ha": -0.4308, "charge": 1, "elements": ["Y", "C", "O", "O", "C", "F", "F", "F", "C", "C", "H", "H", "H", "H", "H", "H", "C", "O", "O", "C", "F", "F", "F", "C", "C", "H", "H", "H", "H", "H", "H", "O", "H", "H", "O", "H", "H", "O", "H", "H", "O", "H", "H", "O", "H", "H", "C", "O", "N", "N", "H", "H", "H", "H"], "coordinates": [[0.18557, -1.21402, -1.17033], [-0.41495, -0.27154, 2.17283], [0.53421, -0.79011, 3.11740], [-0.25280, -0.87356, 1.02604], [-1.84261, -0.50399, 2.64184], [-2.70652, -0.22925, 1.62062], [-2.05872, -1.77308, 3.00228], [-2.20789, 0.28895, 3.65590], [0.47336, -0.27320, 4.43594], [1.74265, -0.69381, 5.15931], [2.61073, -0.24801, 4.65895], [1.75806, -0.31348, 6.17978], [1.86367, -1.77374, 5.12866], [-0.37588, -0.71775, 4.96612], [0.37509, 0.81773, 4.47723], [-0.22089, 0.82191, 2.13747], [-0.34064, 1.97998, -2.64961], [-1.69108, 2.07604, -2.20116], [0.22626, 0.82503, -2.32116], [-0.43787, 2.14244, -4.14596], [-1.01440, 3.30216, -4.48251], [0.79879, 2.14367, -4.69594], [-1.12844, 1.14386, -4.72753], [-1.79682, 2.50084, -0.87226], [-3.24309, 2.61438, -0.50690], [-3.34154, 3.05432, 0.48814], [-3.77462, 3.25193, -1.21393], [-3.74830, 1.64823, -0.48662], [-1.27880, 3.45492, -0.69993], [-1.31323, 1.75466, -0.21571], [0.19200, 2.83742, -2.20065], [-1.03466, -3.26688, -1.24371], [-0.70545, -4.16624, -1.35334], [-1.99398, -3.33332, -1.32049], [-2.27564, -0.88745, -1.14636], [-2.77126, -0.94422, -1.97313], [-2.92353, -0.82097, -0.43179], [1.39657, -2.98261, -0.17251], [1.27685, -3.91415, -0.37954], [2.16950, -2.94433, 0.40225], [2.03717, -1.70003, -2.65675], [2.51951, -0.90301, -2.92170], [2.30995, -2.39578, -3.26261], [-0.65496, -1.81175, -3.49200], [-0.29218, -1.26964, -4.20765], [-0.88260, -2.65953, -3.88778], [2.87286, 0.55474, 0.38714], [2.38615, -0.27073, -0.41485], [2.48496, 1.85346, 0.36869], [3.77078, 0.18379, 1.34276], [2.83710, 2.47982, 1.06862], [1.91762, 2.19789, -0.38426], [4.09978, -0.75673, 1.25803], [3.88417, 0.77472, 2.14270]]}

Entry 3:
{"formula": "C9H27INO5", "method": "ωB97M-V/def2-TZVPD", "e_homo_ha": [0.1076, -0.0961], "spin_multiplicity": 2, "charge": -2, "elements": ["I", "O", "H", "H", "O", "H", "H", "O", "H", "H", "O", "H", "H", "C", "C", "C", "C", "C", "C", "N", "O", "C", "C", "C", "H", "H", "H", "H", "H", "H", "H", "H", "H", "H", "H", "H", "H", "H", "H", "H", "H", "H", "H"], "coordinates": [[-27.08640, 21.55281, -11.93731], [-30.01258, 20.12542, -10.44168], [-29.12518, 20.17469, -10.79707], [-29.94460, 19.51120, -9.71069], [-27.50862, 24.74864, -13.25975], [-28.23861, 24.71723, -13.87811], [-27.72846, 24.09539, -12.59555], [-25.18101, 20.81995, -15.10755], [-25.53623, 20.21986, -15.76324], [-25.62302, 20.57586, -14.29436], [-26.51073, 24.44804, -10.05322], [-25.65259, 24.08872, -10.27843], [-27.13010, 23.75914, -10.29411], [-28.74737, 21.00355, -16.01386], [-28.54011, 19.58733, -16.50905], [-27.88876, 19.60900, -17.89719], [-27.15413, 18.34113, -18.30855], [-26.28107, 17.85972, -17.12883], [-26.98085, 17.59887, -15.78050], [-27.77258, 18.85178, -15.41609], [-28.31709, 18.83913, -14.19921], [-27.92129, 16.41200, -15.98312], [-25.89190, 17.17627, -14.79855], [-29.90471, 18.88398, -16.68961], [-27.78973, 21.36438, -15.63860], [-29.16301, 21.52585, -16.87557], [-29.50429, 20.94519, -15.23170], [-28.59277, 19.84016, -18.69658], [-27.15091, 20.41026, -17.93791], [-27.96721, 17.65742, -18.55257], [-26.57004, 18.30970, -19.22831], [-25.39282, 18.49033, -17.09069], [-25.91391, 16.92209, -17.54612], [-27.38304, 15.46873, -16.07604], [-28.51083, 16.40221, -16.89988], [-28.47261, 16.26351, -15.05463], [-25.13892, 16.52559, -15.24324], [-26.32287, 16.96742, -13.81940], [-25.17938, 17.99948, -14.74630], [-30.69225, 19.23583, -16.02322], [-30.34299, 18.87466, -17.68757], [-29.91033, 17.80307, -16.54926], [-27.81780, 19.48469, -13.69368]]}

Entry 4:
{"formula": "C9H27N3O7", "method": "ωB97M-V/def2-TZVPD", "e_homo_ha": -0.5375, "e_above_lowest_ev": 0.103, "charge": 2, "elements": ["N", "H", "H", "H", "H", "N", "H", "H", "H", "H", "N", "H", "H", "H", "H", "C", "O", "H", "H", "H", "C", "C", "C", "O", "C", "O", "O", "H", "H", "H", "H", "H", "H", "C", "C", "C", "O", "C", "O", "O", "H", "H", "H", "H", "H", "H"], "coordinates": [[21.61952, -17.80019, -14.94366], [21.79462, -18.72306, -15.35907], [21.02451, -17.39831, -15.67856], [22.49528, -17.28727, -14.86086], [21.04352, -17.69962, -14.07206], [22.15352, -14.78267, -11.67983], [22.10876, -14.81044, -10.65563], [23.13711, -14.59939, -11.89017], [21.53932, -14.08937, -12.10168], [21.80423, -15.68397, -12.06686], [18.66864, -14.74326, -14.21487], [18.81843, -13.74432, -14.03032], [19.26295, -14.89249, -15.02614], [17.67783, -14.98908, -14.27410], [19.04481, -15.28563, -13.39792], [19.32980, -17.52938, -12.06409], [20.29606, -16.65080, -12.61772], [19.75644, -18.51500, -11.86805], [19.03473, -17.12146, -11.08585], [18.38959, -17.57092, -12.62944], [17.31927, -14.54956, -10.22478], [18.14764, -13.75185, -9.24770], [19.42901, -14.46784, -8.74645], [20.45456, -13.82715, -9.51682], [20.00761, -12.71128, -10.09602], [20.69965, -11.92756, -10.66984], [18.68014, -12.60996, -9.96534], [16.59234, -13.96258, -10.78419], [16.69019, -15.21530, -9.62067], [17.88310, -15.19839, -10.90076], [17.52097, -13.40126, -8.43105], [19.42201, -15.52909, -8.98010], [19.59111, -14.24402, -7.69457], [19.18168, -21.14565, -10.47232], [17.83014, -21.83741, -10.59431], [17.06058, -21.98621, -9.27900], [15.71961, -21.77282, -9.70876], [15.69207, -21.21237, -10.94803], [14.73138, -20.76660, -11.47541], [16.95163, -21.07462, -11.38967], [19.80136, -21.61885, -9.71474], [19.14250, -20.06209, -10.38743], [19.63933, -21.30784, -11.45583], [17.93241, -22.81993, -11.06594], [17.30684, -21.18140, -8.58123], [17.22926, -22.96895, -8.84712]]}

Entry 5:
{"formula": "C9H28CdNO6", "method": "ωB97M-V/def2-TZVPD", "e_homo_ha": -0.2963, "e_above_lowest_ev": 2.502, "charge": 1, "elements": ["Cd", "C", "C", "C", "C", "C", "C", "N", "O", "C", "C", "C", "H", "H", "H", "H", "H", "H", "H", "H", "H", "H", "H", "H", "H", "H", "H", "H", "H", "H", "O", "H", "H", "O", "H", "H", "O", "H", "H", "O", "H", "H", "O", "H", "H"], "coordinates": [[-2.55193, -3.89435, 8.30697], [-0.61883, -2.04333, 4.35569], [-2.14290, -2.19233, 4.16851], [-2.42930, -1.99793, 2.66839], [-2.16232, -3.25851, 1.79876], [-3.09183, -4.37231, 2.28573], [-3.46635, -4.45379, 3.83404], [-2.43627, -3.60463, 4.64847], [-2.30487, -4.02460, 5.97729], [-3.57596, -5.94526, 4.21443], [-4.90127, -3.79736, 3.87814], [-2.79304, -1.03242, 4.99647], [-0.34953, -2.23440, 5.39447], [-0.34264, -1.00574, 4.16804], [0.00082, -2.62026, 3.66920], [-1.77316, -1.19898, 2.32307], [-3.44563, -1.61771, 2.56531], [-1.13007, -3.60565, 1.84410], [-2.39871, -3.07586, 0.75050], [-2.71711, -5.32120, 1.90194], [-3.93377, -4.28588, 1.59889], [-4.52606, -6.34561, 3.86073], [-3.56316, -6.18952, 5.27663], [-2.82437, -6.60982, 3.78832], [-5.13130, -3.60884, 4.92677], [-5.67449, -4.38521, 3.38350], [-4.78607, -2.84762, 3.35583], [-2.79749, -0.01634, 4.60194], [-2.33683, -1.01949, 5.98632], [-3.81684, -1.33142, 5.22129], [-1.46394, -5.70561, 8.20951], [-1.41004, -6.50581, 8.73201], [-1.14586, -5.96227, 7.34396], [-0.58920, -2.93372, 8.35751], [-0.22088, -2.31502, 7.72681], [0.14625, -3.16412, 8.92520], [-2.80028, -4.09146, 10.43778], [-2.83539, -3.36043, 11.05470], [-2.89333, -4.87159, 10.98456], [-3.34843, -2.00006, 8.53227], [-4.25012, -1.73840, 8.71855], [-2.82578, -1.22595, 8.74165], [-4.30016, -5.03938, 8.19728], [-4.46661, -5.67076, 7.49737], [-5.16422, -4.85730, 8.56673]]}

Entry 6:
{"formula": "C9H28HfO13P3", "method": "ωB97M-V/def2-TZVPD", "e_homo_ha": -0.6318, "charge": 3, "elements": ["Hf", "O", "H", "C", "O", "P", "O", "O", "C", "O", "C", "H", "H", "H", "H", "H", "H", "H", "H", "H", "C", "O", "P", "O", "O", "C", "O", "C", "H", "H", "H", "H", "H", "H", "H", "H", "H", "C", "O", "P", "O", "O", "C", "O", "C", "H", "H", "H", "H", "H", "H", "H", "H", "H"], "coordinates": [[2.26751, 1.94854, -0.13164], [0.74540, 0.61438, 0.08226], [0.50346, -0.31844, 0.22723], [-0.30891, 0.63400, 3.26449], [0.79149, 1.29157, 3.89942], [2.28888, 1.09852, 3.45235], [2.53367, 1.12765, 1.94318], [3.03940, 2.20627, 4.18175], [3.30386, 2.24181, 5.61694], [2.77854, -0.22264, 4.11035], [2.38341, -1.52470, 3.62057], [-0.51730, 1.01029, 2.26029], [-1.21634, 0.81779, 3.83725], [-0.23306, -0.45285, 3.20585], [4.38169, 2.20402, 5.74802], [2.74829, 1.48242, 6.15785], [3.01671, 3.21092, 6.02257], [2.01531, -2.15784, 4.42375], [3.28614, -2.03682, 3.28271], [1.69981, -1.50365, 2.77359], [-1.71473, -2.11556, 0.77610], [-2.33027, -1.35723, -0.24913], [-3.84622, -0.79875, -0.05369], [-4.45173, -0.52692, -1.35229], [-4.58065, -1.86734, 0.80566], [-4.91673, -3.17913, 0.25818], [-3.67137, 0.45178, 0.89521], [-2.97476, 1.56156, 0.30200], [-1.52282, -3.12273, 0.40832], [-2.27797, -2.13161, 1.70970], [-0.72141, -1.72296, 1.06389], [-5.29852, -2.99614, -0.74311], [-5.71191, -3.55853, 0.89040], [-4.05396, -3.83719, 0.31229], [-2.69583, 2.22628, 1.11495], [-3.66012, 1.99758, -0.42009], [-2.05942, 1.17051, -0.15597], [0.79910, 1.09086, -5.94476], [1.21078, 1.54645, -4.62999], [1.44741, 0.53703, -3.47524], [1.85819, 1.28827, -2.19312], [0.18350, -0.32576, -3.30872], [-1.15546, 0.26308, -3.15733], [2.54078, -0.44826, -3.93159], [3.79597, -0.03781, -4.51357], [-0.25369, 0.89637, -6.13489], [1.32236, 0.18257, -6.25705], [1.18303, 1.85666, -6.61368], [-1.40397, 0.33773, -2.10486], [-1.83204, -0.41891, -3.66294], [-1.20404, 1.21500, -3.68516], [4.15897, -0.79568, -5.20127], [4.56467, 0.00667, -3.73733], [3.76492, 0.94088, -4.98967]]}

no.,energy (eV)
1,-57532.5472
2,-50559.5857
3,-29597.4775
4,-28557.7705
5,-28117.2162
6,-65554.4296